[1]
{"formula": "C3H9N3O2S", "method": "ωB97M-V/def2-TZVPD", "lumo_ev": [-0.61, -0.52], "charge": 0, "gap_ev": [8.47, 8.26], "elements": ["C", "C", "C", "N", "N", "N", "O", "O", "S", "H", "H", "H", "H", "H", "H", "H", "H", "H"], "xyz": [[-2.328, 1.966, 0.951], [1.299, -0.650, -0.408], [1.841, -0.566, 1.001], [-3.010, 0.314, -1.563], [-1.428, 1.098, 1.071], [0.221, 0.201, -0.784], [-1.137, -1.355, 0.674], [2.913, -1.529, 1.079], [-1.313, -0.177, -0.081], [-2.798, 2.647, 1.605], [-2.934, 1.999, -0.127], [2.062, -0.408, -1.132], [0.858, -1.609, -0.624], [1.089, -0.893, 1.605], [2.116, 0.479, 1.263], [-3.780, -0.049, -1.008], [0.032, 0.818, -1.564], [2.621, -2.098, 0.403]]}


[2]
{"formula": "CH2Cl2N2", "method": "ωB97M-V/def2-TZVPD", "lumo_ev": [-0.75, -0.49], "charge": 0, "gap_ev": [8.07, 7.78], "elements": ["C", "N", "N", "Cl", "Cl", "H", "H"], "xyz": [[0.296, -0.583, 0.261], [0.806, 0.845, -1.605], [-0.128, 0.230, 1.223], [-0.957, -1.687, -0.160], [0.435, -0.069, -2.822], [0.498, 1.059, 1.274], [-0.951, 0.205, 1.829]]}